Entry from OMol25: a structure of composition CaH18O9 (ωB97M-V/def2-TZVPD).

Each line ends with the Löwdin charge.
Atoms and positions in Å:
Ca 0.04118 0.17457 -0.08271  1.448
O 0.13718 1.50857 -2.11871  -0.116
H 0.43118 2.45257 -2.12071  0.106
H -0.53582 1.44257 -2.78371  0.069
O 0.21818 0.34257 2.31629  -0.130
H 0.33718 1.14357 2.86029  0.102
H 0.61718 -0.36843 2.87229  0.108
O 1.04818 -1.17043 -1.83071  -0.128
H 0.81118 -1.33643 -2.76771  0.113
H 1.60618 -1.94243 -1.64971  0.077
O -1.87182 -0.50443 -1.36771  -0.134
H -1.82582 -1.25243 -1.98871  0.087
H -2.54482 -0.79243 -0.70871  0.070
O 2.39218 -0.80343 0.61929  -0.081
H 2.22418 -1.67843 1.01229  0.075
H 2.95218 -0.90343 -0.14371  0.061
O -0.04782 -2.30743 0.38729  -0.117
H 0.06418 -2.83143 -0.45871  0.102
H -0.34382 -2.89643 1.08229  0.083
O 1.60518 2.03957 0.22529  -0.116
H 2.09318 2.09557 -0.61371  0.079
H 2.25418 1.81657 0.93129  0.093
O -1.37382 2.15657 0.11829  -0.117
H -1.04782 2.95857 0.55629  0.088
H -2.28682 2.10857 0.49029  0.100
O -2.24982 -0.48743 1.31029  -0.092
H -2.46282 -1.22843 1.91229  0.097
H -2.24182 0.26357 1.94129  0.072

Values from the calculation:
net charge: +2
HOMO-LUMO gap: 12.335 eV
ΔE to the lowest compared entry with this formula, charge and spin: 0.410 eV
F_max: 0.0364 Eh/bohr
HOMO energy: -18.83 eV

=====

Entry from OMol25: a structure of composition Cd3F6 (ωB97M-V/def2-TZVPD).

Each line ends with the Löwdin charge.
Atoms and positions in Å:
Cd 0.29228 0.87210 -1.99752  1.446
Cd -0.00639 -2.26865 0.38521  1.393
Cd -1.52546 1.40182 0.91080  1.434
F 0.90563 -1.09045 -2.73379  -0.704
F -0.70442 -1.21928 2.07778  -0.718
F 0.48764 1.48654 1.91592  -0.675
F 1.78393 -1.70518 0.57191  -0.681
F -0.45067 -0.11118 -0.32086  -0.777
F -0.78255 2.63428 -0.80944  -0.716

Values from the calculation:
HOMO-LUMO gap: 7.306 eV
F_max: 0.0794 Eh/bohr
HOMO energy: -10.29 eV

=====

Entry from OMol25: a structure of composition CdFeN6O18Pb2 (ωB97M-V/def2-TZVPD).

Each line ends with the Löwdin charge.
Atoms and positions in Å:
Cd -1.15107 -2.25910 1.90252  1.528
Fe 2.88581 0.77534 1.54062  1.258
Pb 0.61981 1.90783 -0.75013  1.604
Pb -1.07168 -0.66354 -3.40606  1.844
N -1.46878 1.10104 2.15719  -0.410
O -1.54880 1.80569 3.19124  0.130
O -1.71115 -0.14999 2.18578  -0.131
O -0.94553 1.68478 1.08414  -0.186
N 3.31574 0.90916 -1.62718  -0.566
O 2.77785 -0.20495 -1.78719  0.001
O 3.66640 1.60101 -2.56936  0.151
O 3.45217 1.40092 -0.42833  -0.190
N 0.23172 -0.21495 -0.13019  -0.400
O -0.15220 -1.27883 0.28401  0.043
O 0.90785 0.62411 0.53668  -0.321
O -0.25265 0.17050 -1.25954  -0.365
N -0.21752 2.28441 -3.65768  -0.606
O -1.16200 2.13409 -2.80835  -0.171
O 0.19642 1.23540 -4.25218  -0.193
O 0.29118 3.32516 -3.87872  0.191
N -3.63229 -2.89720 -0.27573  -0.573
O -3.73683 -4.07833 -0.55580  0.071
O -2.59769 -2.32056 0.26148  -0.245
O -4.56787 -2.12255 -0.56315  0.035
N 1.50961 -1.24377 3.69609  -0.430
O 0.40270 -1.69576 3.22228  -0.148
O 2.23407 -0.43998 2.99477  -0.123
O 1.72475 -1.38995 4.89277  0.202

Values from the calculation:
net charge: +2
HOMO-LUMO gap (alpha / beta): 4.508 / 4.417 eV
<S²>: 6.01
ΔE to the lowest compared entry with this formula, charge and spin: 1.675 eV
F_max: 0.3623 Eh/bohr
2S+1: 5
HOMO energy (alpha / beta): -14.94 / -14.94 eV

=====

Entry from OMol25: a structure of composition CdN7O21 (ωB97M-V/def2-TZVPD).

Each line ends with the Löwdin charge.
Atoms and positions in Å:
Cd 0.45957 -2.05464 -22.11733  1.498
N -0.97777 -3.16023 -24.85713  -0.597
O -1.09435 -2.42219 -25.84990  -0.058
O -0.00094 -3.00959 -24.09024  -0.145
O -1.80856 -4.08051 -24.69768  -0.083
N -1.73371 0.27634 -23.60264  -0.585
O -2.58086 0.97499 -23.00622  -0.115
O -1.60114 0.42771 -24.83387  -0.069
O -0.81293 -0.35315 -23.00181  -0.147
N 2.25693 -0.87260 -25.45066  -0.626
O 3.09046 -1.67950 -25.93945  -0.140
O 2.10911 -0.81943 -24.21359  -0.091
O 1.60601 -0.12139 -26.21026  -0.117
N -0.54876 -5.71673 -21.80626  -0.637
O -0.11123 -6.51417 -22.67260  -0.122
O 0.16300 -4.83686 -21.29361  -0.093
O -1.73997 -5.85531 -21.45861  -0.122
N 3.17441 -3.81163 -22.32657  -0.596
O 2.38669 -3.01659 -21.76646  -0.161
O 4.03759 -4.46253 -21.68387  -0.125
O 3.08484 -3.99027 -23.53898  -0.020
N -1.54603 -1.85858 -19.41385  -0.593
O -2.53057 -2.58898 -19.32421  -0.055
O -0.70497 -1.95070 -20.34290  -0.161
O -1.31130 -1.00111 -18.52580  -0.091
N 1.82580 0.78295 -20.30165  -0.610
O 1.30730 0.00952 -21.11818  -0.101
O 3.08268 0.84056 -20.17199  -0.135
O 1.12775 1.43531 -19.49153  -0.107

Values from the calculation:
net charge: -5
HOMO-LUMO gap: 6.405 eV
ΔE to the lowest compared entry with this formula, charge and spin: 0.953 eV
F_max: 0.0646 Eh/bohr
HOMO energy: 5.31 eV

=====

Entry from OMol25: a structure of composition Cl2F2O8Sr4 (ωB97M-V/def2-TZVPD).

Each line ends with the Löwdin charge.
Atoms and positions in Å:
Sr 0.94040 -0.40159 -1.59783  1.998
Sr 1.24136 -2.27440 0.95804  1.996
Sr -1.97755 -2.02414 -0.54074  1.996
Sr -1.00776 -0.15042 1.86425  1.906
F -0.24702 -1.11920 0.05717  -1.171
F -0.11010 -1.80224 2.15914  -0.910
Cl 1.89088 0.74060 0.87560  0.878
O 0.75827 0.93393 1.85858  -0.477
O 3.17702 0.50685 1.38134  -0.082
O 1.80558 -0.62103 0.24115  -1.039
O 1.80710 1.66619 -0.26574  -0.222
Cl -1.60696 0.85612 -1.36295  0.614
O -2.29938 0.81095 -0.07521  -0.379
O -0.90438 -0.25654 -1.78564  -0.838
O -2.62822 1.06439 -2.26777  -0.128
O -0.83917 2.07058 -1.49937  -0.140

Values from the calculation:
net charge: +4
HOMO-LUMO gap: 8.182 eV
ΔE to the lowest compared entry with this formula, charge and spin: 13.579 eV
F_max: 0.3393 Eh/bohr
HOMO energy: -25.03 eV

=====

Entry from OMol25: the molecule Cl2H2N2S (ωB97M-V/def2-TZVPD).

Each line ends with the Löwdin charge.
Atoms and positions in Å:
N -1.27404 1.39397 -0.59420  -0.029
N -0.27961 -0.44671 1.46100  -0.329
S 0.08528 -0.05265 0.07402  0.191
Cl 0.29769 -1.70533 -1.26838  0.081
Cl 2.09724 0.64280 -0.07885  0.102
H -1.19185 1.26098 -1.60276  -0.048
H 0.26529 -1.09305 2.00916  0.033

Values from the calculation:
HOMO-LUMO gap (alpha / beta): 8.420 / 9.251 eV
<S²>: 2.03
ΔE to the lowest compared entry with this formula, charge and spin: 0.000 eV
F_max: 0.0301 Eh/bohr
2S+1: 3
HOMO energy (alpha / beta): -8.85 / -11.05 eV

=====

Entry from OMol25: a cluster of 2 separate species, Cl2H2N2S2 in total (ωB97M-V/def2-TZVPD).

Each line ends with the Löwdin charge.
Atoms and positions in Å:
N 0.62815 0.12771 1.07801  -1.002
N -0.58887 -1.04303 -0.23550  -0.985
S 1.09720 1.35164 0.13183  0.577
S 0.19479 -0.83817 -1.64173  0.630
Cl -0.51347 0.41917 2.41615  0.414
Cl -0.31540 -2.48549 0.65934  0.494
H -0.13110 2.03442 -0.35078  -0.056
H -0.37130 0.43376 -2.05732  -0.072

Values from the calculation:
HOMO-LUMO gap (alpha / beta): 7.924 / 7.584 eV
ΔE to the lowest compared entry with this formula, charge and spin: 3.277 eV
F_max: 0.0440 Eh/bohr
HOMO energy (alpha / beta): -8.89 / -8.73 eV

=====

Entry from OMol25: a cluster of 2 separate species, Cl2H2NPS in total (ωB97M-V/def2-TZVPD).

Each line ends with the Löwdin charge.
Atoms and positions in Å:
N -2.15106 -0.47793 0.24843  0.130
P 1.06868 0.06245 -0.24005  -0.373
S 1.92136 1.86652 0.06653  0.057
Cl 1.83605 -1.03114 1.37389  0.110
Cl 1.85081 -0.55846 -1.90888  0.225
H -2.47603 0.06456 -0.54670  -0.038
H -2.04981 0.07400 1.00677  -0.110

Values from the calculation:
HOMO-LUMO gap: 4.870 eV
ΔE to the lowest compared entry with this formula, charge and spin: 5.292 eV
F_max: 0.0938 Eh/bohr
HOMO energy: -8.83 eV

=====

no.,energy (eV)
1,-37149.130
2,-29995.649
3,-95195.695
4,-57955.040
5,-50136.568
6,-38887.485
7,-49722.063
8,-46688.191